1.
Entry from OMol25: a structure of composition C5H5NS (the ωB97M-V functional and the def2-TZVPD basis).

Geometry (Å):
C (-0.0926, -0.4000, 0.4309)
C (-0.3347, 1.1367, 0.2415)
C (1.1176, -0.0255, -0.5179)
C (0.2701, 0.2776, -1.7852)
C (-0.6802, 1.0976, -1.2565)
H (-0.9289, 1.6792, 0.9311)
H (1.5505, 1.9833, -0.2493)
H (1.9570, -0.7201, -0.5682)
H (0.3466, -0.1227, -2.7710)
H (-1.5286, 1.6267, -1.6704)
N (1.1767, 1.2051, 0.2662)
S (-0.7072, -1.5876, 1.2367)

Atomic forces in eV per Å
0.77 1.82 -1.12
0.93 -1.02 -0.89
-0.65 -1.73 -0.25
-0.78 1.29 1.68
0.74 -0.36 0.05
-0.35 0.69 0.55
0.11 0.48 -0.38
0.10 0.41 -0.10
0.18 -0.15 -0.35
0.06 -0.34 -0.23
-0.70 -0.09 0.48
-0.41 -1.00 0.55

Values from the calculation:
Highest occupied orbital energy in eV: -8.62
Total energy in Eh: -646.3515
Frontier orbital gap in eV: 9.05


2.
Entry from OMol25: a structure of composition C22H33IrN4O8P2S3 (the ωB97M-V functional and the def2-TZVPD basis).

Geometry (Å):
Ir (0.6631, 0.3605, -0.3260)
C (4.3363, 2.7500, -0.3844)
C (4.8398, 1.7609, -1.4069)
C (4.1720, 1.8785, -2.7551)
O (4.7229, 0.3653, -0.8894)
P (3.5846, -0.5319, -0.3743)
S (2.5037, 0.2199, 1.1911)
S (2.1320, -0.8678, -1.7783)
O (4.4014, -1.7766, 0.0673)
C (3.9658, -2.9407, 0.8523)
C (2.9702, -3.7680, 0.0684)
C (5.2285, -3.6928, 1.1947)
H (4.6392, 3.7476, -0.7057)
H (4.7757, 2.5672, 0.5960)
H (3.2475, 2.7373, -0.3089)
H (5.9182, 1.8408, -1.5078)
H (3.0860, 1.8307, -2.6677)
H (4.5178, 1.1014, -3.4369)
H (4.4324, 2.8476, -3.1839)
H (3.5004, -2.5418, 1.7550)
H (3.3989, -4.0590, -0.8951)
H (2.0413, -3.2154, -0.0857)
H (2.7440, -4.6711, 0.6380)
H (5.7061, -4.0724, 0.2904)
H (4.9848, -4.5370, 1.8411)
H (5.9303, -3.0473, 1.7198)
O (-0.7975, 3.8724, -1.0453)
C (-0.0066, 3.1634, -1.5985)
O (0.7190, 2.2518, -0.9042)
C (0.2846, 3.2448, -3.0635)
C (0.6343, 2.1358, -3.8249)
C (0.8610, 2.2621, -5.1875)
C (0.7604, 3.5036, -5.7964)
C (0.4205, 4.5934, -5.0164)
C (0.1650, 4.4920, -3.6646)
N (0.3218, 5.9281, -5.6587)
O (0.0783, 6.8709, -4.9384)
O (0.4470, 5.9718, -6.8635)
H (0.7396, 1.1698, -3.3513)
H (1.1244, 1.3954, -5.7809)
H (0.9395, 3.6411, -6.8529)
H (-0.1202, 5.3636, -3.0926)
N (-2.9353, -3.4607, 1.4565)
C (-2.8172, -3.0156, 0.0180)
P (-0.9918, -2.9472, -0.2629)
O (-0.5139, -4.2353, 0.3377)
O (-0.5196, -1.6139, 0.2152)
C (-0.6192, -3.1475, -2.0684)
N (0.2125, -4.4033, -2.1767)
H (-3.8847, -3.7423, 1.7015)
H (-2.6520, -2.7133, 2.0933)
H (-2.2872, -4.2481, 1.6016)
H (-3.3156, -2.0547, -0.1012)
H (-3.2997, -3.7757, -0.5939)
H (-0.0152, -2.3069, -2.3953)
H (-1.4959, -3.2253, -2.7077)
H (0.2519, -4.7920, -1.2071)
H (1.1610, -4.2007, -2.4943)
H (-0.1896, -5.0980, -2.8033)
S (-2.4494, 1.7805, 3.0021)
C (-0.9785, 1.4727, 2.1878)
N (-1.0823, 1.0334, 0.9717)
C (-2.4121, 0.9289, 0.5830)
C (-2.8698, 0.5833, -0.6913)
C (-4.2294, 0.5641, -0.9182)
C (-5.1368, 0.8825, 0.1056)
C (-4.6955, 1.2515, 1.3590)
C (-3.3180, 1.2795, 1.5859)
H (-0.0241, 1.6461, 2.6689)
H (-2.1602, 0.3845, -1.4892)
H (-4.6083, 0.3335, -1.9061)
H (-6.1985, 0.8735, -0.1040)
H (-5.3963, 1.5401, 2.1326)

Atomic forces in eV per Å
-0.34 0.37 0.19
0.01 0.03 0.02
-0.10 -0.01 0.03
0.01 -0.04 -0.01
0.04 -0.03 -0.02
-0.12 0.29 0.25
0.09 0.01 0.01
0.16 -0.10 -0.09
0.08 -0.27 -0.27
0.02 0.10 0.06
-0.05 -0.05 0.00
0.02 -0.01 0.01
-0.02 0.00 0.01
-0.01 0.00 -0.02
0.02 -0.01 -0.01
0.05 -0.01 -0.01
0.03 0.01 0.02
-0.01 0.02 0.01
0.00 -0.02 0.01
-0.03 0.00 0.02
0.02 0.02 0.03
0.04 -0.04 0.02
-0.02 0.03 -0.02
0.00 0.02 0.02
0.01 0.03 -0.01
0.00 -0.02 -0.01
-0.07 -0.01 0.06
-0.10 0.01 0.15
0.22 -0.22 -0.49
0.01 0.04 0.10
0.08 0.03 -0.01
-0.01 -0.05 -0.03
0.00 0.02 -0.01
0.08 0.05 0.02
-0.04 0.05 -0.03
-0.36 -0.01 -0.09
0.13 -0.05 0.02
0.13 -0.03 0.10
0.01 -0.06 0.04
-0.01 0.04 0.03
0.00 0.00 0.00
0.01 -0.01 -0.01
-0.05 0.04 -0.12
0.02 0.02 0.06
0.04 -0.04 -0.06
-0.01 -0.03 0.05
-0.11 0.05 -0.06
-0.02 -0.09 0.00
-0.04 0.13 -0.08
-0.04 -0.02 0.00
0.02 0.05 0.02
0.07 -0.05 -0.01
0.00 0.01 0.03
0.01 0.00 -0.01
-0.01 0.03 -0.04
-0.01 -0.06 0.03
-0.01 -0.07 0.10
0.04 0.05 0.03
-0.02 -0.02 -0.04
0.01 0.00 -0.01
-0.02 0.03 0.00
0.14 -0.19 0.04
0.02 0.08 -0.05
0.02 -0.02 0.00
0.00 -0.01 -0.01
-0.01 0.00 0.00
-0.04 0.02 0.02
0.04 0.01 0.00
-0.05 -0.03 -0.01
-0.03 0.00 0.02
0.01 0.00 0.02
0.03 0.00 0.01
0.03 -0.02 -0.03

Values from the calculation:
Highest occupied orbital energy (alpha / beta) in eV: -12.85 / -13.91
<S²>: 6.01
Total energy in Eh: -3660.1814
Frontier orbital gap (alpha / beta) in eV: 7.34 / 6.86
Charge: +2
2S+1: 5


3.
Entry from OMol25: the molecule C5H5BrClNO2S (the ωB97M-V functional and the def2-TZVPD basis).

Geometry (Å):
C (2.3074, -1.7706, 0.1626)
C (0.9382, -2.0051, -0.1382)
C (3.1556, -0.8576, -0.3200)
C (-0.1321, -1.0590, -0.2128)
C (-2.3276, 1.8573, -0.1561)
N (-0.2460, 0.1220, -0.6605)
O (-0.4625, 1.0941, 1.6221)
O (0.2933, 2.4439, -0.2247)
S (-0.6395, 1.4395, 0.2329)
Cl (3.1889, 0.6917, -0.5887)
Br (-1.8435, -1.8279, 0.4378)
H (2.9297, -2.5603, 0.6355)
H (0.7268, -3.1156, 0.0547)
H (-2.2079, 1.9023, -1.2295)
H (-2.8915, 0.9253, 0.0796)
H (-2.7893, 2.7200, 0.3053)

Atomic forces in eV per Å
0.40 -0.80 -0.14
0.08 -1.86 1.31
-0.08 -0.66 0.10
-0.97 -0.38 -0.45
0.28 -2.06 -0.42
1.33 -0.23 -0.04
-0.87 -0.24 -0.13
-1.18 0.08 -0.47
2.04 1.08 1.57
-0.02 2.11 -0.44
0.23 -0.44 0.23
-1.01 -0.02 -0.28
-0.40 2.01 -0.44
-0.64 0.46 -0.44
0.25 0.73 -0.10
0.56 0.22 0.13

Values from the calculation:
Highest occupied orbital energy (alpha / beta) in eV: -9.18 / -8.83
Total energy in Eh: -3830.9356
Frontier orbital gap (alpha / beta) in eV: 6.61 / 7.51


4.
Entry from OMol25: a cluster of 3 separate species, C2H9NO2 in total (the ωB97M-V functional and the def2-TZVPD basis).

Geometry (Å):
C (-1.1956, 1.5918, -1.1670)
C (-0.0860, 0.9167, -3.2535)
N (-1.0365, 1.2413, -2.5546)
H (-1.4066, 2.6685, -1.1785)
H (-0.4019, 1.3313, -0.4789)
H (-2.1896, 1.2809, -0.8272)
H (-0.3250, 0.6071, -4.2828)
H (0.9720, 0.7941, -2.9959)
H (0.4273, -4.5656, 3.9208)
H (0.4560, -5.9536, 4.5945)
O (0.2823, -5.0196, 4.7570)
H (2.0035, 1.7239, 1.7613)
H (0.8140, 1.8935, 0.8320)
O (1.6861, 1.4896, 0.8729)

Atomic forces in eV per Å
-2.74 1.86 -0.46
-0.49 -0.96 -2.11
1.84 -0.12 2.14
0.66 0.08 0.09
0.37 -0.69 -0.49
0.31 -0.81 0.12
0.06 0.13 -0.03
-0.04 0.39 0.62
0.03 -0.18 0.04
0.00 0.15 -0.07
-0.03 0.03 0.03
-0.01 -0.17 -0.37
0.20 0.20 0.34
-0.16 0.10 0.16

Values from the calculation:
Highest occupied orbital energy (alpha / beta) in eV: -13.12 / -13.12
<S²>: 0.76
Total energy in Eh: -286.4384
Frontier orbital gap (alpha / beta) in eV: 7.78 / 3.99
Charge: +1
2S+1: 2